1.
11
Properties=species:S:1:pos:R:3:forces:R:3:mulliken_charge:R:1 method="wB97M-V/def2-TZVPD" gap_ev=8.01 charge=0 e_homo_ev=-8.1047 e_tot_ha=-285.32378
O -1.3969 1.9250 -0.2978 -0.027 0.154 -0.058 -0.71
N 0.6585 0.8671 0.4110 0.117 -0.020 -0.012 -0.07
C 1.2331 -0.2839 0.1611 -0.105 0.136 0.031 -0.18
C 0.3152 -1.1843 -0.4231 -0.090 0.113 -0.090 -0.43
C -0.8186 0.8660 0.0111 0.313 -0.472 0.066 0.32
C -0.8726 -0.5154 -0.5755 -0.014 -0.086 0.056 -0.43
H -1.1864 0.2832 0.9950 -0.013 0.095 0.071 0.13
H 1.1132 1.6850 0.7961 -0.119 -0.125 -0.060 0.19
H -1.8182 -0.9184 -0.9127 0.090 0.027 -0.026 0.40
H 0.5189 -2.2264 -0.6251 -0.031 0.132 0.036 0.39
H 2.2537 -0.4980 0.4599 -0.121 0.046 -0.014 0.39


2.
12
Properties=species:S:1:pos:R:3:forces:R:3:mulliken_charge:R:1 method="wB97M-V/def2-TZVPD" gap_ev=8.58 charge=0 e_homo_ev=-8.1110 e_tot_ha=-323.26616
O -1.8810 0.3576 -0.3266 -3.683 -1.987 1.726 -0.24
N 1.7087 0.3640 -0.4695 0.095 3.755 2.453 -0.55
C -0.0312 -0.6298 0.0452 -3.886 -0.709 1.805 0.59
C 1.3074 -0.9146 0.4415 1.935 0.985 -1.166 -0.23
C -1.3726 -0.6840 0.4111 -2.234 1.187 1.215 -0.58
C 0.2597 0.4919 -0.7307 -2.772 -1.123 -0.236 0.11
C -1.0325 1.0236 -0.9839 5.413 0.320 -0.649 -0.65
H 1.7130 1.3924 0.4274 0.717 -3.933 -3.230 0.30
H -2.3460 -0.8142 1.2636 3.864 -0.786 -2.527 0.24
H -1.4913 1.7421 -1.5415 -0.398 2.206 -1.558 0.49
H 1.4638 -0.4106 1.3753 0.716 -1.464 1.202 0.25
H 1.7020 -1.9183 0.0883 0.232 1.549 0.965 0.25


| no. | LUMO (eV) | strongest force on any atom (eV Å⁻¹) |
| --- | --- | --- |
| 1 | -0.096 | 0.57 |
| 2 | 0.465 | 5.46 |